Entry 1:
Below is a cluster of 16 separate species, C54H161B3N13O13 in total, with properties calculated with ωB97M-V with the def2-TZVPD basis set.

```
! RIJCOSX wB97M-V def2-TZVPD def2/J DEFGRID3
* xyz -1 1
O -13.7820 -6.7095 18.4752
O -13.1574 -10.2499 26.3488
O -7.6087 -6.3581 13.5729
O -16.3705 -13.4346 20.7058
O -4.5560 -10.8768 20.0482
O -11.9440 -10.9128 15.9530
O -15.1828 -17.0155 20.2880
O -5.3393 -9.6232 24.1637
O -8.0000 -17.2893 17.9531
O -13.6262 -13.8194 23.8560
O -9.4604 -9.8649 18.9597
O -8.9868 -11.6753 28.2909
O -4.9561 -15.0369 24.2800
N -7.0916 -13.9439 22.9960
N -14.0737 -11.8529 21.4663
N -10.0248 -11.8019 21.2513
N -12.2755 -5.6697 20.8945
N -13.1443 -13.4629 15.9909
N -7.7925 -6.9901 25.0564
N -9.7758 -9.3996 25.1455
N -12.3180 -14.9515 27.3635
N -5.1448 -8.0257 20.5460
N -9.2969 -14.6772 28.2982
N -8.8549 -14.8375 19.2950
N -10.0533 -6.1274 16.3291
N -14.6027 -15.0613 18.3059
C -13.0784 -11.1791 15.1083
C -12.6806 -14.1655 24.9000
C -9.0800 -5.6414 15.3832
C -15.4170 -11.3457 21.6056
C -7.5902 -14.2171 17.3549
C -12.1280 -10.0135 25.4116
C -10.4957 -10.5855 22.1379
C -8.8733 -14.9253 17.8030
C -14.5571 -14.3039 26.6576
C -8.1692 -4.7839 16.2643
C -10.4705 -13.0452 22.0284
C -12.3863 -15.5567 19.3750
C -10.7452 -11.8108 19.8509
C -16.4599 -12.5299 21.8187
C -10.9567 -8.3159 27.0255
C -3.8517 -14.5061 23.6198
C -4.2042 -8.2562 21.8047
C -5.3901 -11.0158 23.8651
C -11.1906 -9.7939 15.4579
C -6.6416 -9.1642 24.6210
C -8.3747 -6.8300 14.7109
C -14.0118 -7.0555 19.8829
C -16.2680 -17.9347 20.4065
C -5.3573 -6.5269 20.3048
C -13.2612 -14.9626 26.1890
C -13.5627 -16.1215 18.5581
C -8.5674 -10.3778 28.7570
C -7.8874 -12.5338 28.0901
C -9.0171 -16.3656 17.4126
C -13.1136 -7.7031 17.7489
C -8.4753 -11.8339 21.1221
C -14.2511 -17.3623 19.2537
C -8.4000 -13.8682 27.3979
C -15.6453 -10.5160 20.3274
C -14.3764 -10.6504 25.7210
C -6.9738 -7.3207 12.7234
C -14.1799 -14.9651 23.1537
C -10.8743 -9.5640 26.1658
C -5.9017 -7.5300 26.3934
C -12.7856 -6.9996 20.7278
C -9.1483 -13.6344 26.0895
C -4.6446 -8.5410 19.1970
C -8.1599 -16.0642 22.6708
C -13.9466 -12.2901 15.6738
C -4.9623 -10.0244 19.0358
C -8.1171 -18.6104 17.4976
C -6.4853 -7.6428 25.0086
C -14.6189 -11.8337 16.9742
C -10.7321 -10.4317 19.0774
C -7.1905 -15.2974 23.4963
C -5.7428 -15.8770 23.5372
C -6.5296 -8.5841 21.0120
C -17.3671 -14.4296 20.7239
C -13.0953 -7.4671 22.1843
B -5.5035 -13.7363 19.9883
B -9.8082 -6.8018 22.7044
B -9.2534 -6.8487 19.2754
H -13.9403 -6.9145 22.5949
H -13.6965 -14.0120 16.6340
H -7.5662 -6.0222 24.8771
H -8.0853 -11.0356 20.4908
H -7.9092 -14.5094 19.4291
H -9.7189 -12.7081 26.0227
H -8.9860 -5.8611 18.9329
H -8.7736 -6.6110 22.4646
H -13.1620 -7.4567 16.6882
H -8.7919 -15.8034 19.5835
H -8.3774 -13.4887 25.3329
H -10.3677 -12.6119 19.2156
H -14.8244 -15.5388 23.8196
H -11.5815 -10.5606 22.0463
H -16.8151 -18.0371 19.4693
H -5.5075 -16.1265 22.5026
H -17.4948 -14.9270 21.6853
H -11.5585 -13.0463 22.0950
H -11.8931 -14.7608 18.8172
H -5.6864 -11.5826 24.7477
H -6.2115 -13.6842 23.4180
H -15.0515 -10.8431 16.8336
H -11.7772 -12.0627 20.0951
H -12.0483 -7.6826 20.3059
H -6.2564 -9.5988 21.3014
H -5.0679 -7.9455 18.3880
H -5.7588 -16.8150 24.0922
H -9.8836 -7.6593 23.3551
H -10.1375 -13.9230 21.4746
H -7.7463 -7.4230 15.3754
H -3.1174 -14.0101 24.2546
H -10.5205 -10.3995 26.7699
H -8.2713 -18.5840 16.4189
H -4.8494 -7.8138 26.3818
H -9.5487 -6.4349 17.1482
H -12.0957 -7.7200 18.1385
H -15.0673 -10.8530 26.5394
H -12.3508 -13.9918 27.6767
H -7.6276 -5.3626 17.0126
H -14.2838 -11.5620 25.1306
H -11.6871 -16.3664 19.5839
H -15.0053 -14.7888 19.1912
H -5.8817 -14.7463 19.9554
H -7.3345 -9.2956 23.7900
H -8.3028 -12.7567 20.5682
H -9.9702 -8.5855 24.5803
H -8.9452 -7.6242 18.5915
H -13.1428 -16.3999 17.5915
H -13.6800 -10.2732 15.0337
H -17.3385 -11.8883 21.7517
H -5.7476 -5.9575 21.1484
H -16.9506 -17.6207 21.1962
H -12.2718 -13.2551 25.3383
H -9.8003 -14.4694 25.8328
H -7.1769 -11.9975 27.4611
H -7.6701 -10.3436 29.3749
H -14.7240 -10.0820 19.9388
H -8.1852 -17.0912 23.0350
H -13.4528 -8.7191 17.9508
H -10.0102 -12.9619 23.0129
H -7.0498 -9.8074 25.4006
H -12.4350 -9.2197 24.7307
H -12.3115 -7.2718 22.9161
H -12.6004 -15.0766 20.3299
H -6.0122 -10.1620 18.7770
H -10.3073 -5.9168 23.0673
H -4.9491 -13.6007 20.9039
H -12.8163 -11.3258 14.0605
H -8.3097 -7.2070 24.2164
H -10.0224 -9.6599 21.8103
H -14.1428 -12.4381 20.6460
H -9.9932 -7.9563 27.3865
H -6.0730 -11.2259 23.0419
H -11.8615 -14.7029 24.4221
H -3.3389 -7.6230 21.6087
H -8.8540 -6.9984 20.2665
H -13.4333 -17.9631 19.6518
H -18.3528 -13.9856 20.5842
H -8.6928 -4.0068 16.8212
H -13.2585 -8.5325 22.3470
H -15.9610 -18.8966 20.8171
H -15.4257 -12.5238 17.2209
H -7.3278 -12.8131 28.9827
H -7.8910 -16.0837 21.6146
H -14.6532 -17.9885 18.4573
H -6.7402 -14.8264 17.6623
H -10.5206 -9.5494 16.2821
H -8.4143 -9.6573 27.9535
H -9.3666 -9.8766 29.3031
H -7.4484 -13.2519 17.8410
H -11.4206 -7.5579 26.3943
H -4.7874 -7.8831 22.6466
H -8.0274 -11.9249 22.1117
H -6.4582 -8.0141 27.1960
H -7.6783 -7.7125 11.9897
H -8.9468 -19.1873 17.9061
H -3.2992 -15.2505 23.0465
H -9.5116 -8.9178 18.8117
H -7.6678 -15.2844 24.4762
H -10.3282 -6.8152 19.3656
H -8.8440 -16.3188 16.3375
H -13.4229 -15.9847 25.8467
H -12.9126 -5.1981 21.5203
H -6.7502 -14.0209 22.0486
H -4.4552 -11.4457 23.5055
H -10.5955 -10.0744 14.5888
H -6.0535 -6.8950 12.3234
H -14.7392 -14.6709 22.2655
H -15.3982 -15.3586 17.7591
H -15.2768 -14.2722 25.8396
H -7.2427 -8.6133 20.1881
H -3.9326 -9.3045 21.9289
H -4.4053 -6.0468 20.0786
H -14.9905 -14.8175 27.5158
H -7.1767 -19.0845 17.7786
H -8.8195 -15.0322 29.1144
H -16.2959 -9.6619 20.5155
H -13.9572 -11.6793 17.8265
H -3.5602 -8.4371 19.1613
H -7.5072 -14.0471 16.2815
H -9.7389 -14.3642 17.4508
H -5.7750 -7.0533 24.4289
H -10.0018 -16.7947 17.5981
H -6.6391 -8.1883 13.2919
H -12.6347 -5.1430 20.1111
H -9.0781 -7.5854 14.3605
H -15.9668 -11.1573 19.5067
H -9.1218 -15.5659 22.7909
H -4.4538 -10.4512 18.1712
H -14.7950 -6.4149 20.2883
H -14.3372 -13.2776 26.9515
H -14.7618 -9.8453 25.0954
H -4.1529 -13.7453 22.8997
H -4.7996 -11.7895 19.8776
H -9.6723 -5.0972 14.6476
H -16.3889 -13.0101 22.7946
H -6.3140 -13.0396 19.8400
H -11.5148 -8.4605 27.9505
H -5.9130 -6.4600 26.6010
H -8.9249 -9.2662 25.6730
H -6.8160 -7.9628 21.8605
H -11.4994 -9.7634 19.4682
H -14.4876 -8.0324 19.9683
H -14.7414 -12.5003 14.9581
H -13.3357 -15.5514 22.7907
H -10.0162 -14.1303 28.7494
H -11.8642 -9.0071 15.1183
H -10.5154 -5.2838 16.6370
H -11.1663 -10.5898 18.0902
H -13.8666 -12.4283 22.2702
H -15.5288 -10.6304 22.4204
H -10.1963 -10.8771 23.1446
H -10.2619 -7.1043 21.7732
H -7.4903 -14.4140 27.1479
H -7.3644 -4.3247 15.6904
H -11.9337 -10.9113 24.8248
H -4.7852 -13.6891 19.1845
H -6.0186 -6.3597 19.4546
H -12.4568 -13.0455 16.6020
H -11.3659 -15.2543 27.2160
H -17.3319 -15.1797 19.9339
*
```

The value obtained for the HOMO energy is -4.77 eV. For the total energy, the calculation gives -3917.8265 hartree. For the gap between HOMO and LUMO, the calculation gives 6.440 eV.



Entry 2:
Below is the molecule CH3ClN2O2, with properties calculated with ωB97M-V with the def2-TZVPD basis set.

```
! RIJCOSX wB97M-V def2-TZVPD def2/J DEFGRID3
* xyz 0 1
Cl -2.3531 -1.4919 -0.3469
O -3.4896 0.7637 0.3394
O -1.6741 2.0249 0.4218
N -1.5582 -0.0332 -0.4073
N -2.3271 1.0344 0.2463
C -0.1926 -0.2547 -0.0716
H -0.0062 -1.2206 0.5389
H 0.3150 0.5701 0.3489
H 0.4122 -0.3474 -1.0060
*
```

The value obtained for the HOMO energy is -10.21 eV. For the total energy, the calculation gives -759.9094 hartree. The calculation puts the energy above the lowest of the compared OMol25 structures with the same formula, charge and spin at 64.0 kcal per mole. For the gap between HOMO and LUMO, the calculation gives 10.526 eV.